Molecular formula: C6H7N
Method: DFT, wB97M-V/def2-TZVPD

Properties
* energy above the lowest of the compared OMol25 structures with the same formula, charge and spin: 127.31 kcal/mol
* LUMO level: 0.0173 hartree

Element x y z (Å)
C 0.4952 -1.5807 -0.9681
C -0.3209 -0.7312 -0.0064
C 0.5477 0.1364 0.9475
C -0.1261 1.4530 0.6823
N -0.2208 2.6472 0.9785
C -1.0745 0.3911 -0.6004
C -1.5874 1.4976 -0.9049
H 1.1502 -0.9530 -1.5818
H 1.1128 -2.2849 -0.4005
H -0.1548 -2.1510 -1.6360
H -0.9934 -1.3650 0.5786
H 0.5149 -0.1728 1.9965
H 1.5957 0.1730 0.6269
H -0.9386 2.9403 0.2878

Force components x, y, z for each atom (eV/Å):
C 0.0 -0.1 -0.1
C 0.2 -0.3 0.2
C 0.0 0.0 0.1
C -1.0 0.2 -0.9
N 0.1 -1.0 -0.2
C 0.3 0.7 0.5
C 0.2 -0.8 -0.1
H -0.1 -0.1 0.1
H -0.1 0.1 -0.1
H 0.1 0.1 0.1
H 0.1 0.0 -0.1
H 0.0 0.2 -0.1
H -0.2 0.1 0.0
H 0.3 0.9 0.7